{"formula": "C26H58F6O22S6", "method": "the ωB97M-V functional and the def2-TZVPD basis", "elements": ["C", "C", "O", "C", "O", "C", "F", "F", "F", "H", "H", "H", "H", "H", "C", "C", "O", "C", "O", "C", "F", "F", "F", "H", "H", "H", "H", "H", "C", "C", "O", "S", "C", "O", "O", "H", "H", "H", "H", "H", "H", "H", "H", "C", "C", "O", "S", "C", "O", "O", "H", "H", "H", "H", "H", "H", "H", "H", "C", "C", "O", "S", "C", "O", "O", "H", "H", "H", "H", "H", "H", "H", "H", "C", "C", "O", "S", "C", "O", "O", "H", "H", "H", "H", "H", "H", "H", "H", "C", "C", "O", "S", "C", "O", "O", "H", "H", "H", "H", "H", "H", "H", "H", "C", "C", "O", "S", "C", "O", "O", "H", "H", "H", "H", "H", "H", "H", "H"], "xyz": [[0.0836, -1.0639, 1.3110], [0.0448, -0.4207, -0.0449], [-0.3570, 0.9473, 0.0549], [-0.3378, 1.6342, -1.0743], [0.0917, 1.2907, -2.1319], [-0.9225, 3.0548, -0.9338], [-0.0463, 3.9946, -1.2586], [-1.9604, 3.1308, -1.7817], [-1.4058, 3.3172, 0.2965], [0.7348, -0.5392, 2.0095], [0.2942, -2.1244, 1.2127], [-0.9128, -0.9610, 1.7544], [-0.6664, -0.9913, -0.6574], [0.9597, -0.5734, -0.6235], [1.8995, -0.6006, -4.1018], [3.0905, -0.0056, -3.3755], [4.1523, -0.9717, -3.2834], [4.1265, -1.7584, -2.2354], [3.3125, -1.7372, -1.3492], [5.3098, -2.7472, -2.2677], [4.9353, -3.8555, -2.9395], [6.3743, -2.2073, -2.8933], [5.6682, -3.0837, -1.0220], [1.2149, 0.1637, -4.4766], [1.2828, -1.2049, -3.4326], [2.1528, -1.1852, -4.9871], [2.7815, 0.3392, -2.3929], [3.4792, 0.8380, -3.9394], [1.5240, -9.1657, -0.2519], [0.4220, -8.1925, 0.0542], [0.8864, -6.8132, -0.0764], [0.8187, -6.1624, -1.5176], [0.6781, -4.5044, -1.0011], [2.0707, -6.3148, -2.1762], [-0.3735, -6.6023, -2.1608], [1.1279, -10.1821, -0.3094], [2.3652, -9.1375, 0.4407], [1.9812, -8.9881, -1.2300], [-0.4246, -8.3232, -0.6156], [0.1004, -8.2701, 1.0894], [0.8500, -3.8242, -1.8358], [1.3745, -4.2999, -0.1955], [-0.3665, -4.2943, -0.7630], [-1.9185, -4.0555, 2.8671], [-2.0429, -3.0096, 3.9763], [-3.2516, -3.3477, 4.7099], [-3.1369, -3.4830, 6.2899], [-3.6335, -5.1638, 6.5118], [-1.7910, -3.2674, 6.7104], [-4.1931, -2.6730, 6.8095], [-1.7338, -5.0628, 3.2426], [-1.1945, -3.7678, 2.1099], [-2.9154, -4.1199, 2.4192], [-1.1524, -3.0409, 4.5922], [-2.2009, -2.0382, 3.5156], [-2.8433, -5.8193, 6.1604], [-4.5710, -5.2469, 5.9685], [-3.8488, -5.3105, 7.5671], [-7.1238, -1.7260, -4.1500], [-6.7293, -1.5327, -2.6998], [-5.2871, -1.5064, -2.6523], [-4.6361, -1.4161, -1.2000], [-4.9073, 0.2926, -0.7912], [-5.3639, -2.2530, -0.3054], [-3.2461, -1.6187, -1.3847], [-7.0193, -0.7520, -4.6392], [-8.1934, -1.9223, -4.2273], [-6.5202, -2.4587, -4.6729], [-7.1697, -0.5936, -2.3524], [-7.1143, -2.3214, -2.0549], [-4.2461, 0.4778, 0.0555], [-5.9356, 0.3925, -0.4581], [-4.6073, 0.8967, -1.6397], [3.6567, 0.9220, 1.2378], [4.3054, 2.0544, 0.4652], [3.3592, 2.5566, -0.5163], [3.6250, 4.0372, -1.0257], [2.9192, 4.9757, 0.2961], [5.0322, 4.2698, -1.0142], [2.8700, 4.1974, -2.2127], [3.1136, 1.3127, 2.0973], [4.3940, 0.1716, 1.5143], [2.9680, 0.3916, 0.5854], [4.6714, 2.8719, 1.0867], [5.1922, 1.6920, -0.0607], [3.2867, 4.5966, 1.2458], [1.8430, 4.8107, 0.2629], [3.1848, 6.0205, 0.1499], [3.1547, 9.2529, -6.1106], [2.3668, 9.3527, -4.8351], [3.0581, 8.5634, -3.8460], [2.4352, 8.5116, -2.3968], [1.3104, 7.1479, -2.5638], [3.5019, 8.1558, -1.5373], [1.6591, 9.6889, -2.1816], [3.0416, 8.2498, -6.5333], [4.2178, 9.2679, -5.8640], [2.8455, 10.0280, -6.8014], [2.3836, 10.3824, -4.4789], [1.3392, 9.0126, -4.9683], [1.6673, 6.5867, -3.4262], [0.2974, 7.4991, -2.7058], [1.4644, 6.4915, -1.7129], [-1.9556, 1.5204, 3.0475], [-0.6498, 1.9874, 3.6739], [-0.6002, 1.8249, 5.0854], [-0.3700, 0.3726, 5.7146], [-1.9295, 0.1235, 6.4945], [-0.2166, -0.5389, 4.6248], [0.6175, 0.5067, 6.7096], [-2.7526, 2.2191, 3.3160], [-2.2402, 0.5588, 3.4793], [-1.9077, 1.3897, 1.9708], [0.1961, 1.5371, 3.1384], [-0.4653, 3.0461, 3.4821], [-1.8771, -0.7567, 7.1296], [-2.7110, -0.0295, 5.7512], [-2.1900, 1.0100, 7.0678]], "lowdin_charge": [-0.039, -0.206, 0.042, -0.387, 0.184, -0.528, 0.174, 0.161, 0.149, 0.072, 0.073, 0.070, 0.123, 0.107, -0.057, -0.176, 0.052, -0.397, 0.136, -0.515, 0.164, 0.158, 0.166, 0.078, 0.070, 0.085, 0.101, 0.132, -0.074, -0.236, -0.264, 0.545, -0.131, -0.266, -0.271, 0.083, 0.083, 0.079, 0.107, 0.121, 0.072, 0.076, 0.073, -0.048, -0.245, -0.248, 0.557, -0.114, -0.276, -0.277, 0.079, 0.058, 0.085, 0.100, 0.100, 0.074, 0.074, 0.075, -0.063, -0.270, -0.248, 0.550, -0.108, -0.269, -0.270, 0.080, 0.082, 0.084, 0.117, 0.115, 0.066, 0.069, 0.076, -0.043, -0.250, -0.266, 0.544, -0.105, -0.260, -0.261, 0.077, 0.088, 0.057, 0.109, 0.123, 0.069, 0.059, 0.067, -0.067, -0.270, -0.261, 0.557, -0.104, -0.258, -0.277, 0.082, 0.086, 0.082, 0.118, 0.124, 0.075, 0.073, 0.037, -0.062, -0.263, -0.237, 0.571, -0.111, -0.284, -0.241, 0.087, 0.054, 0.052, 0.103, 0.124, 0.059, 0.071, 0.081], "smiles": "CCOC(=O)C(F)(F)F.CCOC(=O)C(F)(F)F.CCOS(C)(=O)=O.CCOS(C)(=O)=O.CCOS(C)(=O)=O.CCOS(C)(=O)=O.CCOS(C)(=O)=O.CCOS(C)(=O)=O", "e_above_lowest_ev": 0.000, "gap_ev": 11.07}

{"formula": "C3H5Br", "method": "the ωB97M-V functional and the def2-TZVPD basis", "elements": ["C", "C", "C", "Br", "H", "H", "H", "H", "H"], "xyz": [[0.4977, 0.8931, 0.6901], [3.0657, -0.6912, 2.4290], [-0.2046, 0.1675, -0.3453], [4.2034, 0.5766, 1.8382], [0.4115, 2.0323, 0.5714], [3.3563, -1.6513, 1.9764], [0.1447, 0.2690, -1.3633], [-1.2044, 0.5982, -0.3648], [-0.3107, -0.9356, -0.3629]], "lowdin_charge": [0.065, -0.522, -0.255, 0.579, 0.018, -0.104, 0.075, 0.078, 0.065], "e_above_lowest_ev": 7.534, "gap_ev": [7.68, 7.68]}

{"formula": "C6H10N2", "method": "the ωB97M-V functional and the def2-TZVPD basis", "elements": ["H", "N", "C", "C", "C", "C", "H", "H", "H", "H", "H", "H", "C", "C", "N", "H", "H", "H"], "xyz": [[-2.2358, -0.3381, -1.9273], [-2.2534, 0.3042, -1.1413], [-1.5086, 0.0822, -0.1412], [-1.8147, 0.7867, 1.1444], [-0.6781, -1.2405, -0.0660], [-0.1905, -1.7472, 1.0691], [-0.8826, 1.0800, 1.6198], [-2.3234, 0.1500, 1.8658], [-2.3836, 1.6888, 0.9355], [-0.8921, -1.9155, -0.8912], [0.0121, -2.8036, 1.1732], [0.0199, -1.1135, 1.9165], [2.8779, 0.7809, -1.2391], [1.6408, 0.7165, -0.4762], [1.0207, 1.1113, 0.4276], [2.7841, 0.2182, -2.1671], [3.0921, 1.8282, -1.4552], [3.7153, 0.4116, -0.6473]], "lowdin_charge": [0.042, 0.119, -0.455, -0.090, -0.149, -0.005, 0.032, 0.083, 0.076, 0.086, 0.053, 0.054, -0.068, -0.213, 0.185, 0.075, 0.088, 0.087], "smiles": "[H]/N=C(/C)C=C.CC#N", "e_above_lowest_ev": 2.407, "gap_ev": 9.78}